The following is a DFT calculation (the ωB97M-V functional and the def2-TZVPD basis) of a 9-piece molecular cluster, C36H82ClN8O16P2 overall at a distorted geometry.

Structure (XYZ):
```
145
Properties=species:S:1:pos:R:3:lowdin_charge:R:1
Cl -35.739 -36.970 -0.467 0.56
O -35.131 -37.893 0.433 -0.36
O -37.091 -37.336 -0.769 -0.35
O -35.705 -35.668 0.192 -0.36
O -34.987 -36.792 -1.597 -0.35
O -31.628 -38.943 -6.828 -0.31
P -30.927 -38.080 -5.801 0.65
N -29.707 -38.860 -4.885 -0.30
C -30.010 -39.989 -4.019 -0.10
C -28.335 -39.015 -5.378 -0.13
N -32.013 -37.420 -4.639 -0.28
C -31.619 -36.986 -3.342 -0.11
C -33.443 -37.490 -4.967 -0.09
N -30.195 -36.640 -6.415 -0.31
C -29.232 -35.797 -5.760 -0.14
C -30.926 -35.973 -7.519 -0.10
H -29.129 -40.291 -3.452 0.09
H -30.309 -40.797 -4.688 0.06
H -30.852 -39.649 -3.416 0.07
H -28.051 -38.094 -5.887 0.06
H -28.105 -39.906 -5.962 0.09
H -27.567 -38.977 -4.606 0.08
H -32.247 -36.177 -2.967 0.05
H -31.569 -37.806 -2.626 0.07
H -30.578 -36.674 -3.431 0.07
H -33.682 -38.509 -5.269 0.05
H -34.090 -37.184 -4.145 0.07
H -33.626 -36.872 -5.846 0.06
H -29.688 -34.823 -5.580 0.07
H -28.966 -36.209 -4.787 0.07
H -28.385 -35.630 -6.426 0.08
H -31.325 -36.750 -8.171 0.07
H -30.304 -35.257 -8.056 0.08
H -31.768 -35.390 -7.144 0.06
O -34.978 -43.580 -2.827 -0.28
P -35.024 -42.517 -3.865 0.63
N -33.469 -42.237 -4.487 -0.31
C -33.163 -41.612 -5.734 -0.12
C -32.347 -42.728 -3.765 -0.14
N -35.459 -40.943 -3.312 -0.30
C -36.843 -40.745 -2.832 -0.08
C -34.555 -40.241 -2.471 -0.12
N -36.072 -42.819 -5.210 -0.28
C -36.294 -41.783 -6.277 -0.11
C -36.390 -44.220 -5.558 -0.10
H -32.115 -41.367 -5.910 0.06
H -33.591 -40.615 -5.640 0.06
H -33.495 -42.155 -6.618 0.07
H -32.311 -42.258 -2.782 0.08
H -31.382 -42.455 -4.191 0.06
H -32.439 -43.809 -3.663 0.08
H -37.437 -40.777 -3.745 0.07
H -37.076 -41.549 -2.134 0.07
H -37.002 -39.805 -2.304 0.08
H -34.806 -39.185 -2.383 0.07
H -34.478 -40.777 -1.524 0.08
H -33.571 -40.353 -2.927 0.06
H -35.528 -41.848 -7.050 0.06
H -37.194 -41.978 -6.860 0.07
H -36.412 -40.780 -5.866 0.07
H -35.526 -44.672 -6.044 0.07
H -37.136 -44.109 -6.345 0.07
H -36.779 -44.807 -4.726 0.08
O -33.346 -32.985 0.354 0.12
C -32.780 -34.054 0.568 -0.44
O -32.583 -34.411 1.832 0.03
C -31.991 -35.679 1.933 -0.17
C -31.534 -36.109 0.549 -0.14
C -32.130 -35.023 -0.367 -0.08
H -32.688 -36.456 2.247 0.12
H -31.226 -35.655 2.709 0.12
H -31.972 -37.079 0.312 0.10
H -30.479 -36.384 0.525 0.11
H -32.865 -35.482 -1.028 0.08
H -31.322 -34.596 -0.961 0.12
O -34.243 -31.988 -1.953 0.12
C -33.755 -32.444 -2.966 -0.48
O -33.950 -31.861 -4.132 0.04
C -33.115 -32.337 -5.136 -0.18
C -32.765 -33.737 -4.681 -0.14
C -32.880 -33.671 -3.128 -0.05
H -32.262 -31.681 -5.308 0.13
H -33.760 -32.409 -6.012 0.12
H -31.743 -34.040 -4.910 0.09
H -33.422 -34.437 -5.197 0.09
H -32.018 -33.479 -2.489 0.12
H -33.368 -34.529 -2.666 0.09
O -38.400 -33.014 -2.466 0.10
C -38.034 -33.712 -3.387 -0.48
O -37.107 -33.329 -4.225 0.06
C -36.632 -34.429 -5.047 -0.15
C -37.867 -35.270 -5.134 -0.16
C -38.536 -35.113 -3.742 -0.02
H -35.728 -34.954 -4.735 0.11
H -36.392 -34.143 -6.071 0.12
H -37.392 -36.239 -5.284 0.11
H -38.411 -35.030 -6.048 0.11
H -38.099 -35.845 -3.063 0.12
H -39.624 -35.176 -3.755 0.12
O -39.155 -34.024 3.582 0.08
C -38.479 -35.040 3.555 -0.43
O -37.268 -35.179 4.156 0.01
C -36.698 -36.506 4.008 -0.15
C -37.664 -37.282 3.234 -0.20
C -38.757 -36.387 2.782 -0.06
H -36.467 -37.030 4.935 0.13
H -35.793 -36.398 3.409 0.12
H -38.137 -38.126 3.736 0.12
H -37.073 -37.684 2.410 0.10
H -39.748 -36.777 3.012 0.12
H -38.742 -36.146 1.719 0.12
C -37.113 -45.136 1.576 -0.07
C -36.574 -44.371 0.298 -0.37
C -35.949 -42.954 0.536 -0.19
O -36.997 -42.173 1.091 -0.20
C -36.776 -40.764 1.078 -0.10
N -35.444 -45.218 -0.195 0.02
H -37.700 -44.487 2.226 0.06
H -36.299 -45.402 2.249 0.06
H -37.688 -46.041 1.381 0.06
H -37.386 -44.302 -0.426 0.12
H -35.621 -42.442 -0.369 0.09
H -35.097 -43.046 1.209 0.13
H -37.074 -40.282 0.147 0.07
H -35.747 -40.448 1.248 0.08
H -37.299 -40.343 1.937 0.08
H -35.181 -44.737 -1.043 0.01
H -35.864 -46.047 -0.590 0.06
C -38.737 -32.176 0.784 -0.05
C -37.176 -31.947 0.910 -0.40
C -36.578 -32.429 2.253 -0.21
O -35.217 -32.213 2.118 -0.17
C -34.608 -32.651 3.267 -0.14
N -36.448 -32.472 -0.208 0.07
H -38.998 -33.227 0.909 0.06
H -39.025 -31.973 -0.247 0.05
H -39.284 -31.494 1.435 0.07
H -37.074 -30.862 0.872 0.13
H -36.788 -33.487 2.412 0.11
H -37.039 -31.784 3.001 0.13
H -33.550 -32.386 3.291 0.08
H -34.707 -33.735 3.223 0.09
H -34.963 -32.140 4.162 0.09
H -36.542 -33.470 -0.086 0.05
H -37.057 -32.303 -0.996 0.04
```

Computed properties:
net charge: -1
energy relative to the best compared isomer or geometry (same formula, charge and spin): 487.6 kJ/mol

The following is a DFT calculation (the ωB97M-V functional and the def2-TZVPD basis) of C36H83ClO11Si2 as an isolated structure at a distorted geometry.

Structure (XYZ):
```
133
Properties=species:S:1:pos:R:3:lowdin_charge:R:1
C -0.975 7.537 -1.419 -0.11
C -1.666 6.240 -0.912 -0.25
C -2.958 5.971 -1.702 -0.23
C -3.861 4.925 -1.002 -0.19
C -3.514 3.470 -1.498 -0.20
C -3.391 2.572 -0.255 -0.19
C -2.697 1.188 -0.478 -0.19
C -2.181 0.921 -1.914 -0.20
C -1.466 -0.450 -1.902 -0.21
C -0.559 -0.717 -3.113 -0.18
C 0.342 0.468 -3.531 -0.20
C 0.998 1.235 -2.364 -0.20
C 2.533 1.079 -2.362 -0.21
C 3.196 1.994 -1.293 -0.26
C 2.585 1.877 0.130 -0.28
Si 2.924 0.230 0.995 0.57
O 3.075 0.522 2.659 -0.38
Si 1.834 -0.123 3.604 0.16
Cl 1.524 1.261 5.137 0.44
C 0.183 -0.288 2.718 -0.26
C -1.062 -0.380 3.659 -0.20
C -2.169 0.546 3.162 -0.18
O -1.763 1.934 3.127 -0.06
C -2.256 2.556 4.268 -0.49
C -3.623 3.219 4.240 0.02
O -1.594 2.560 5.287 0.10
C 2.449 -1.765 4.379 -0.17
C 1.484 -2.086 5.515 -0.28
C 1.671 -1.565 6.776 -0.09
C 0.803 -1.803 7.810 -0.08
C -0.296 -2.596 7.591 -0.10
C -0.507 -3.170 6.364 -0.06
C 0.377 -2.914 5.341 -0.25
C 0.141 -3.567 3.980 -0.04
H -1.563 7.992 -2.224 0.06
H -0.873 8.287 -0.631 0.07
H 0.008 7.322 -1.849 0.06
H -1.894 6.336 0.154 0.10
H -0.958 5.410 -1.010 0.10
H -2.701 5.610 -2.706 0.10
H -3.500 6.921 -1.785 0.10
H -4.929 5.143 -1.083 0.10
H -3.613 4.975 0.065 0.09
H -2.595 3.572 -2.072 0.09
H -4.372 3.131 -2.075 0.10
H -2.840 3.077 0.548 0.09
H -4.391 2.369 0.148 0.11
H -1.818 1.103 0.173 0.08
H -3.403 0.382 -0.245 0.11
H -1.563 1.738 -2.286 0.09
H -3.076 0.805 -2.541 0.12
H -2.242 -1.216 -1.812 0.09
H -0.877 -0.479 -0.973 0.09
H 0.040 -1.614 -2.911 0.10
H -1.219 -0.968 -3.955 0.11
H 1.161 0.042 -4.129 0.10
H -0.202 1.111 -4.224 0.09
H 0.782 2.302 -2.520 0.12
H 0.665 0.914 -1.377 0.08
H 2.958 1.241 -3.359 0.11
H 2.702 0.019 -2.107 0.09
H 3.081 3.038 -1.617 0.11
H 4.274 1.810 -1.240 0.08
H 1.516 2.118 0.126 0.06
H 3.081 2.647 0.738 0.08
H 4.215 -0.304 0.520 -0.01
H 1.886 -0.754 0.641 0.00
H 0.175 -1.133 2.026 0.06
H 0.051 0.634 2.130 0.07
H -1.478 -1.387 3.545 0.11
H -0.829 -0.186 4.708 0.09
H -3.056 0.456 3.807 0.13
H -2.498 0.259 2.158 0.11
H -3.493 4.286 4.424 0.09
H -4.154 3.027 3.304 0.08
H -4.213 2.807 5.061 0.09
H 3.422 -1.609 4.855 0.08
H 2.501 -2.577 3.654 0.08
H 2.530 -0.926 6.963 0.11
H 0.970 -1.374 8.791 0.11
H -1.010 -2.771 8.390 0.10
H -1.377 -3.802 6.215 0.12
H -0.924 -3.741 3.809 0.08
H 0.673 -4.527 3.946 0.08
H 0.509 -2.942 3.168 0.05
C 2.807 -3.499 -1.735 -0.15
O 3.745 -2.439 -1.569 -0.15
H 1.833 -3.147 -1.402 0.07
H 2.742 -3.789 -2.786 0.08
H 3.100 -4.365 -1.135 0.08
H 4.597 -2.768 -1.868 0.07
C -5.268 3.721 -4.963 -0.15
O -4.071 3.097 -4.513 -0.14
H -6.092 3.031 -4.798 0.08
H -5.453 4.641 -4.402 0.08
H -5.203 3.951 -6.030 0.08
H -3.351 3.716 -4.663 0.07
C 5.920 -0.086 -2.529 -0.16
O 5.837 -0.401 -3.918 -0.12
H 6.618 -0.778 -2.062 0.08
H 6.287 0.936 -2.404 0.08
H 4.938 -0.184 -2.067 0.03
H 5.220 0.218 -4.316 0.06
C 6.105 -2.455 2.596 -0.16
O 5.753 -1.741 3.770 -0.13
H 6.710 -3.320 2.857 0.08
H 5.200 -2.793 2.081 0.07
H 6.688 -1.802 1.940 0.08
H 5.225 -0.985 3.490 0.05
C 3.223 -7.027 4.598 -0.16
O 2.935 -6.292 5.780 -0.12
H 3.823 -7.891 4.873 0.08
H 2.298 -7.371 4.125 0.07
H 3.787 -6.411 3.892 0.07
H 2.405 -5.529 5.532 0.05
C -4.276 -2.781 -3.164 -0.16
O -3.167 -3.430 -2.556 -0.14
H -4.366 -1.784 -2.735 0.07
H -4.121 -2.694 -4.243 0.08
H -5.197 -3.338 -2.972 0.08
H -3.102 -4.308 -2.948 0.04
C 1.339 1.864 -7.194 -0.15
O 1.012 2.549 -5.988 -0.13
H 1.942 0.997 -6.937 0.08
H 0.430 1.531 -7.701 0.08
H 1.912 2.515 -7.859 0.07
H 0.479 3.313 -6.227 0.07
C -2.643 -7.231 -3.737 -0.14
O -2.874 -6.020 -4.456 -0.13
H -2.380 -6.975 -2.714 0.08
H -3.544 -7.849 -3.733 0.08
H -1.820 -7.789 -4.190 0.08
H -3.105 -6.259 -5.357 0.08
```

The following is a DFT calculation (the ωB97M-V functional and the def2-TZVPD basis) of a 6-piece molecular cluster, C36H84 overall at a distorted geometry.

Structure (XYZ):
```
120
Properties=species:S:1:pos:R:3:lowdin_charge:R:1
C -3.636 4.421 -1.704 -0.08
C -2.419 3.851 -2.391 -0.32
C -1.281 4.689 -2.186 -0.29
C -0.077 4.219 -2.950 -0.26
C 1.343 4.808 -2.626 -0.20
C 2.531 4.092 -3.371 -0.08
H -4.270 5.153 -2.228 0.10
H -3.267 4.612 -0.930 -0.08
H -4.421 3.578 -1.498 0.10
H -2.626 3.815 -3.469 0.12
H -2.386 2.773 -2.088 0.13
H -1.142 4.563 -1.087 0.12
H -1.308 5.974 -2.520 0.21
H -0.433 4.389 -3.974 0.11
H -0.011 3.141 -2.759 0.10
H 1.405 4.729 -1.484 0.11
H 1.480 5.928 -3.019 0.14
H 3.391 4.526 -3.028 0.05
H 2.490 4.373 -4.322 0.03
H 2.668 3.133 -3.359 0.01
C -4.171 -0.266 -0.458 -0.13
C -4.732 0.836 0.374 -0.24
C -3.886 0.840 1.698 -0.20
C -4.433 1.939 2.738 -0.25
C -4.362 3.363 2.355 -0.31
C -2.932 3.862 2.182 -0.12
H -4.927 -0.559 -1.088 0.05
H -4.071 -1.202 -0.054 0.03
H -3.240 -0.094 -0.953 0.07
H -5.833 0.564 0.765 0.16
H -4.625 1.879 -0.126 0.10
H -2.764 1.065 1.542 0.09
H -3.881 -0.230 2.128 0.10
H -3.862 1.716 3.577 0.06
H -5.596 1.850 2.920 0.14
H -4.773 3.970 3.283 0.14
H -4.987 3.588 1.338 0.15
H -2.648 3.503 1.151 0.07
H -2.275 3.649 2.999 0.07
H -2.968 4.896 1.948 0.05
C -0.758 -0.074 -3.722 -0.07
C 0.469 -0.383 -2.790 -0.30
C 1.456 -1.348 -3.422 -0.21
C 2.709 -1.694 -2.267 -0.11
C 3.853 -2.581 -3.022 -0.30
C 5.030 -2.786 -2.161 -0.11
H -1.464 0.348 -3.200 -0.01
H -0.950 -0.947 -4.189 0.02
H -0.481 0.650 -4.530 0.10
H 0.022 -0.821 -1.715 0.15
H 1.204 0.439 -2.723 0.08
H 1.744 -0.991 -4.438 0.12
H 0.756 -2.285 -3.464 0.09
H 2.274 -2.447 -1.492 0.12
H 3.424 -0.727 -2.267 0.14
H 4.213 -2.120 -3.892 0.09
H 3.395 -3.279 -3.566 0.06
H 5.708 -3.180 -2.805 0.04
H 4.826 -3.283 -1.315 0.04
H 5.665 -1.921 -1.999 0.08
C 2.775 -2.657 2.453 -0.14
C 4.260 -2.459 2.185 -0.30
C 4.617 -1.085 1.657 -0.28
C 6.060 -0.647 1.426 -0.21
C 6.245 0.722 0.611 -0.26
C 7.692 0.981 0.487 -0.15
H 1.995 -2.557 1.602 0.09
H 2.303 -2.005 3.151 0.02
H 2.584 -3.555 3.105 0.09
H 4.784 -3.275 1.706 0.09
H 4.867 -2.592 3.286 0.16
H 4.121 -0.182 2.302 0.16
H 3.873 -1.176 0.784 0.11
H 6.460 -1.584 1.122 0.10
H 6.264 -0.379 2.377 0.06
H 5.775 1.605 0.997 0.10
H 5.775 0.339 -0.380 0.12
H 7.969 1.382 1.442 0.06
H 7.895 1.939 -0.178 0.11
H 8.237 0.109 0.170 0.07
C -1.885 -0.720 4.511 -0.08
C -0.572 -1.144 3.780 -0.27
C -0.303 -0.572 2.418 -0.23
C -0.082 0.942 2.409 -0.19
C -0.011 1.556 1.017 -0.28
C 1.344 1.598 0.463 -0.08
H -1.992 0.383 4.711 0.08
H -2.043 -1.316 5.343 0.04
H -2.688 -0.974 3.712 0.07
H -0.472 -2.255 3.735 0.09
H 0.458 -1.308 4.465 0.15
H -1.179 -0.708 2.041 0.02
H 0.516 -0.939 1.899 0.07
H 0.832 1.155 3.086 0.15
H -0.921 1.657 2.642 0.09
H -0.326 2.515 1.096 0.05
H -0.859 1.098 0.412 0.13
H 1.651 2.012 -0.430 0.04
H 1.567 0.483 0.037 0.13
H 2.016 1.971 0.948 -0.03
C -4.006 -3.584 2.948 -0.11
C -3.601 -4.406 1.746 -0.24
C -2.421 -3.782 0.991 -0.22
C -2.329 -4.484 -0.333 -0.19
C -1.161 -3.790 -1.235 -0.22
C -1.319 -4.266 -2.744 -0.10
H -4.752 -4.087 3.482 0.07
H -4.285 -2.812 2.509 -0.03
H -3.174 -3.230 3.520 0.07
H -4.581 -4.581 1.117 0.14
H -3.239 -5.437 2.206 0.14
H -1.588 -4.045 1.364 0.04
H -2.514 -2.693 0.902 0.12
H -3.189 -4.536 -1.016 0.08
H -2.065 -5.695 -0.587 0.18
H -0.174 -3.788 -0.919 0.08
H -1.287 -2.868 -1.248 -0.02
H -2.398 -3.982 -3.105 0.10
H -0.877 -5.187 -2.965 0.03
H -0.778 -3.633 -3.603 0.07
```

Computed properties:
energy relative to the best compared isomer or geometry (same formula, charge and spin): 1774.6 kJ/mol

Number 1: E_HOMO -0.185 hartree, Kohn-Sham gap 6.903 eV. Number 2: E_HOMO -0.316 hartree, Kohn-Sham gap 8.877 eV. Number 3: E_HOMO -0.365 hartree, Kohn-Sham gap 10.706 eV.